The following is a DFT calculation (ωB97M-V/def2-TZVPD) of C19H20Cl2N3SbV as an isolated structure in a non-equilibrium geometry.

Atoms and positions in Å:
V -0.10 -0.41 1.29
C -3.07 -1.63 -1.27
C -3.12 -0.92 0.04
C -4.28 -0.58 0.71
C -4.25 0.08 1.95
C -3.06 0.43 2.58
C -1.96 0.06 1.83
N -1.98 -0.55 0.68
Sb 1.20 1.91 3.58
C 0.34 2.45 1.74
C 0.20 3.81 1.54
C -0.09 4.27 0.24
C -0.24 3.36 -0.77
C -0.14 1.98 -0.51
C -0.25 0.99 -1.63
N 0.12 1.54 0.73
C 2.36 0.41 2.65
C 3.64 0.30 3.14
C 4.60 -0.42 2.39
C 4.21 -0.96 1.19
C 2.89 -0.84 0.73
C 2.53 -1.32 -0.64
N 1.96 -0.22 1.49
H -4.03 -2.09 -1.49
H -2.86 -0.94 -2.08
H -2.31 -2.42 -1.28
H -5.23 -0.86 0.28
H -5.19 0.32 2.45
H -3.03 0.92 3.53
H 0.33 4.51 2.36
H -0.17 5.34 0.05
H -0.44 3.69 -1.78
H -1.11 1.22 -2.27
H 0.64 1.05 -2.26
H -0.35 -0.04 -1.30
H 3.94 0.77 4.08
H 5.62 -0.52 2.74
H 4.93 -1.48 0.56
H 3.09 -0.73 -1.37
H 2.84 -2.36 -0.79
H 1.48 -1.22 -0.89
Cl -0.10 -1.53 3.49
C 0.13 -3.17 2.74
Cl 0.07 -2.86 0.96
H -0.71 -3.79 3.04
H 1.09 -3.57 3.03

As for the charge: +4. As for the expectation value of S²: 0.789. As for the energy above the lowest of the compared OMol25 structures with the same formula, charge and spin: 2.5 kcal per mole. The value obtained for the HOMO energy (spin up / spin down) is -22.11 / -22.15 eV. The calculation puts the gap between HOMO and LUMO (spin up / spin down) at 6.293 / 6.195 eV. The LUMO energy (spin up / spin down) is -0.58127 / -0.58635 hartree. The spin multiplicity is 2. The value obtained for the calculated total energy is -3003.2544 Ha.



The following is a DFT calculation (ωB97M-V/def2-TZVPD) of C24H23Cl3F3N3O12SSe3Sn as an isolated structure.

Atoms and positions in Å:
Sn 0.36 -0.35 -0.10
Cl -6.06 -0.10 -4.53
C -4.81 -0.15 -3.30
C -4.38 -1.38 -2.81
C -3.39 -1.41 -1.84
Cl -2.92 -2.93 -1.17
C -2.76 -0.24 -1.34
O -1.82 -0.29 -0.46
C -3.28 0.97 -1.85
Cl -2.66 2.46 -1.21
C -4.27 1.03 -2.81
H -4.82 -2.30 -3.16
H -4.62 1.98 -3.17
C -0.31 -3.15 5.15
N -1.35 -2.47 4.41
C -1.48 -2.48 3.05
Se -0.44 -3.26 1.80
N -2.54 -1.69 2.76
C -3.10 -1.17 3.91
C -4.17 -0.33 4.14
C -4.47 -0.01 5.46
C -3.72 -0.53 6.51
C -2.65 -1.38 6.29
C -2.35 -1.69 4.97
H 0.46 -3.44 4.43
H -0.70 -4.04 5.65
H 0.12 -2.46 5.88
H -2.77 -1.47 1.80
H -4.74 0.09 3.32
H -5.30 0.66 5.67
H -3.98 -0.26 7.53
H -2.06 -1.78 7.10
O 3.66 2.22 4.35
Se 3.24 1.51 2.97
O 2.87 1.23 -0.13
O 2.92 -0.05 2.99
O 4.28 1.87 1.71
F 1.09 -4.72 -3.74
C 1.76 -4.19 -2.70
F 3.06 -4.51 -2.87
F 1.34 -4.79 -1.59
S 1.54 -2.36 -2.62
O 2.38 -2.00 -1.49
O 2.01 -1.92 -3.92
O 0.12 -2.21 -2.37
O -0.16 1.82 0.85
Se 0.13 2.19 2.41
O 1.90 2.37 2.25
O -0.13 0.97 3.43
O -0.38 3.64 2.86
C 4.36 0.27 -2.60
N 4.50 1.71 -2.45
C 4.58 2.41 -3.72
C 2.61 2.17 -0.91
C 1.55 2.08 -1.91
C 1.45 3.14 -2.82
C 0.55 3.07 -3.86
C -0.25 1.93 -3.98
C -0.18 0.92 -3.04
C 0.70 0.96 -1.95
H 5.18 -0.17 -3.19
H 3.43 0.05 -3.11
H 4.31 -0.21 -1.63
H 5.30 1.94 -1.88
H 3.65 2.23 -4.27
H 5.41 2.07 -4.35
H 4.67 3.48 -3.56
H 3.08 3.13 -0.73
H 3.64 1.54 0.73
H 2.10 4.00 -2.71
H 0.46 3.89 -4.56
H -0.95 1.86 -4.80
H -0.82 0.05 -3.16

As for the charge: -2. The value obtained for the HOMO energy is -2.43 eV. The calculation puts the gap between HOMO and LUMO at 6.424 eV. The LUMO energy is 0.14690 hartree. The spin multiplicity is 1. The value obtained for the calculated total energy is -11492.4775 Ha.



The following is a DFT calculation (ωB97M-V/def2-TZVPD) of an isolated ion of composition C3H9N2 and charge +1 in a non-equilibrium geometry.

Atoms and positions in Å:
N -1.91 -0.08 0.30
C -0.61 -0.15 -0.56
C 0.34 -1.16 0.02
N 1.37 0.01 0.38
C 0.39 0.96 -0.27
H -2.23 -1.02 0.64
H -2.83 0.27 -0.10
H -0.83 -0.14 -1.57
H -0.14 -1.70 0.78
H 0.81 -1.75 -0.72
H 1.70 0.40 1.31
H 2.26 -0.21 -0.10
H 0.77 1.47 -1.20
H 0.22 1.75 0.49

As for the charge: +1. As for the energy above the lowest of the compared OMol25 structures with the same formula, charge and spin: 54.6 kcal per mole. The value obtained for the HOMO energy is -13.81 eV. The calculation puts the gap between HOMO and LUMO at 10.107 eV. The LUMO energy is -0.13611 hartree. The spin multiplicity is 1. The value obtained for the calculated total energy is -228.8998 Ha.



The following is a DFT calculation (ωB97M-V/def2-TZVPD) of an isolated ion of composition C5H12NO and charge -1 in a non-equilibrium geometry.

Atoms and positions in Å:
C -0.14 -0.90 -2.22
C -0.46 -0.06 -1.00
C 0.59 -0.17 0.12
C 0.31 -1.28 1.20
O 0.52 -0.92 2.51
N 0.84 1.12 0.81
C -0.32 1.87 1.21
H 0.56 -0.56 -2.98
H -1.07 -1.13 -2.78
H 0.11 -1.95 -1.97
H -1.51 0.01 -0.71
H -0.32 0.99 -1.32
H 1.52 -0.44 -0.41
H 1.02 -2.08 0.93
H -0.79 -1.44 1.08
H 1.17 0.72 1.72
H -1.13 1.24 1.60
H -0.05 2.67 1.89
H -0.85 2.31 0.32

As for the charge: -1. As for the energy above the lowest of the compared OMol25 structures with the same formula, charge and spin: 28.7 kcal per mole. The value obtained for the HOMO energy is -2.45 eV. The calculation puts the gap between HOMO and LUMO at 6.416 eV. The LUMO energy is 0.14568 hartree. The spin multiplicity is 1. The value obtained for the calculated total energy is -327.6503 Ha.